A structure of composition HI2PS2 in a non-equilibrium geometry. Source: OMol25; level of theory: ωB97M-V with the def2-TZVPD basis set.

M, g/mol: 349.92
Max |F|, eV Å⁻¹: 2.02
LUMO (alpha / beta), eV: -2.05 / -2.05
Frontier orbital gap (alpha / beta), eV: 6.7 / 6.7
Multiplicity: 1
Total energy, a.u.: -1733.72460
Energy above the lowest of the compared OMol25 structures with the same formula, charge and spin, kcal/mol: 23.3

The geometry in XYZ format:
```
6
Properties=species:S:1:pos:R:3:mulliken_charge:R:1
P 0.31 0.20 -0.68 0.24
S 1.92 0.32 0.64 -0.18
S -0.97 1.13 0.72 -0.10
I -0.90 -2.65 -0.23 -0.28
I -2.88 1.68 -0.53 0.13
H 2.52 -0.68 0.07 0.19
```